Record 1
The molecule C4H6N2S at a distorted geometry. Source: the Open Molecules 2025 dataset; level of theory: the ωB97M-V functional and the def2-TZVPD basis.

Structure (XYZ):
```
13
C4H6N2S | the Open Molecules 2025 dataset | the ωB97M-V functional and the def2-TZVPD basis
C 0.007 1.755 -0.005
C 0.367 0.317 -0.244
C 1.552 -0.284 -0.243
N 1.475 -1.702 -0.190
C 0.182 -1.851 0.052
N -0.680 -0.735 0.092
S -2.412 -0.579 -0.299
H -0.752 2.006 0.789
H -0.293 2.136 -0.985
H 0.968 2.295 0.405
H 2.531 0.232 -0.528
H -0.339 -2.740 0.170
H -2.607 -0.849 0.987
```

E_tot   -663.648187 a.u.
HOMO energy   -0.3283 Eh
Largest force on an atom   4.9 eV/Å
SMILES   Cc1cncn1S
2S+1   1
Total charge   0
ΔE to the lowest compared entry with this formula, charge and spin   50.42 kcal per mole
HOMO-LUMO gap   9.15 eV

Record 2
The molecule C4H6N2S at a distorted geometry. Source: the Open Molecules 2025 dataset; level of theory: the ωB97M-V functional and the def2-TZVPD basis.

Structure (XYZ):
```
13
C4H6N2S | the Open Molecules 2025 dataset | the ωB97M-V functional and the def2-TZVPD basis
N 2.810 -1.613 -0.037
C 2.168 -0.651 -0.138
C 1.332 0.491 -0.268
C 0.010 0.482 0.092
N -0.761 1.615 0.057
C -0.642 -0.743 0.642
S -2.174 -1.207 -0.223
H 1.835 1.414 -0.622
H -0.427 2.433 -0.478
H -1.692 1.371 -0.014
H 0.082 -1.568 0.710
H -0.931 -0.538 1.693
H -1.611 -1.487 -1.413
```

E_tot   -663.697742 a.u.
HOMO energy   -0.3256 Eh
Largest force on an atom   2.5 eV/Å
SMILES   N#C/C=C(/N)CS
2S+1   1
Total charge   0
ΔE to the lowest compared entry with this formula, charge and spin   19.32 kcal per mole
HOMO-LUMO gap   9.46 eV

Record 3
The molecule C4H6N2S at a distorted geometry. Source: the Open Molecules 2025 dataset; level of theory: the ωB97M-V functional and the def2-TZVPD basis.

Structure (XYZ):
```
13
C4H6N2S | the Open Molecules 2025 dataset | the ωB97M-V functional and the def2-TZVPD basis
N 2.527 -0.272 -0.098
C 1.217 0.031 0.017
C 0.670 1.310 -0.110
C -0.716 1.594 0.141
N -1.690 0.710 0.114
S -1.378 -0.926 -0.227
C 0.313 -1.084 0.386
H 3.239 0.392 -0.378
H 2.832 -1.239 0.012
H 1.268 2.172 -0.443
H -1.003 2.603 0.305
H 0.688 -2.030 -0.050
H 0.258 -1.261 1.469
```

E_tot   -663.681545 a.u.
HOMO energy   -0.2790 Eh
Largest force on an atom   3.2 eV/Å
SMILES   NC1=CC=NSC1
2S+1   1
Total charge   0
ΔE to the lowest compared entry with this formula, charge and spin   29.48 kcal per mole
HOMO-LUMO gap   8.28 eV

Record 4
The molecule C4H6N2S at a distorted geometry. Source: the Open Molecules 2025 dataset; level of theory: the ωB97M-V functional and the def2-TZVPD basis.

Structure (XYZ):
```
13
C4H6N2S | the Open Molecules 2025 dataset | the ωB97M-V functional and the def2-TZVPD basis
S -2.332 -0.467 -0.610
C -1.126 0.134 0.477
C 0.186 0.822 0.288
C 1.019 0.631 -0.931
N 1.380 -0.615 -1.098
N 0.671 -1.383 -0.171
C 0.263 -0.604 0.833
H -2.408 0.751 -1.391
H -1.477 0.559 1.426
H 0.336 1.801 0.748
H 1.566 1.385 -1.633
H 1.130 -2.201 0.157
H 0.793 -0.812 1.902
```

E_tot   -663.588926 a.u.
HOMO energy   -0.3163 Eh
Largest force on an atom   5.9 eV/Å
SMILES   S[C@@H]1[C@@H]2C=NN[C@H]12
2S+1   1
Total charge   0
ΔE to the lowest compared entry with this formula, charge and spin   87.60 kcal per mole
HOMO-LUMO gap   9.35 eV

Record 5
The molecule C4H6N2S at a distorted geometry. Source: the Open Molecules 2025 dataset; level of theory: the ωB97M-V functional and the def2-TZVPD basis.

Structure (XYZ):
```
13
C4H6N2S | the Open Molecules 2025 dataset | the ωB97M-V functional and the def2-TZVPD basis
N 0.048 -1.928 0.828
N 0.069 -0.740 0.110
C 0.622 -0.756 -1.100
C 0.440 0.478 -1.645
C -0.126 1.425 -0.563
C -0.208 0.451 0.542
S -1.179 1.010 1.899
H -0.803 -1.870 1.261
H 0.835 -1.886 1.537
H 0.830 -1.790 -1.449
H 0.474 0.816 -2.790
H -0.139 2.431 -0.493
H -0.862 2.359 1.864
```

E_tot   -663.600328 a.u.
HOMO energy   -0.2842 Eh
Largest force on an atom   9.5 eV/Å
SMILES   Nn1cccc1S
2S+1   1
Total charge   0
ΔE to the lowest compared entry with this formula, charge and spin   80.45 kcal per mole
HOMO-LUMO gap   8.37 eV

Record 6
The molecule C4H6N2S at a distorted geometry. Source: the Open Molecules 2025 dataset; level of theory: the ωB97M-V functional and the def2-TZVPD basis.

Structure (XYZ):
```
13
C4H6N2S | the Open Molecules 2025 dataset | the ωB97M-V functional and the def2-TZVPD basis
C 1.563 0.423 0.129
N 0.949 1.536 -0.015
N -0.373 1.475 -0.265
C -1.192 0.522 0.448
C -1.858 -0.504 -0.436
C -0.720 -0.883 0.458
S 0.910 -1.226 -0.153
H 2.621 0.461 0.358
H -0.823 2.381 -0.422
H -1.775 0.985 1.276
H -1.550 -0.371 -1.497
H -2.860 -0.835 -0.244
H -0.959 -1.419 1.348
```

E_tot   -663.638135 a.u.
HOMO energy   -0.3049 Eh
Largest force on an atom   1.5 eV/Å
SMILES   C1=NN[C@H]2C[C@H]2S1
2S+1   1
Total charge   0
ΔE to the lowest compared entry with this formula, charge and spin   56.72 kcal per mole
HOMO-LUMO gap   9.24 eV

Record 7
The molecule C4H6N2S2 at a distorted geometry. Source: the Open Molecules 2025 dataset; level of theory: the ωB97M-V functional and the def2-TZVPD basis.

Structure (XYZ):
```
14
C4H6N2S2 | the Open Molecules 2025 dataset | the ωB97M-V functional and the def2-TZVPD basis
C 2.612 -0.230 -0.051
C 1.499 0.541 0.145
N 0.240 0.273 -0.282
C -0.759 1.263 -0.361
N -2.074 1.249 -0.422
S -3.011 -0.107 -0.180
C -1.763 -1.231 0.444
S -0.253 -1.341 -0.637
H 3.563 0.331 0.074
H 2.526 -1.349 -0.643
H 1.579 1.598 0.486
H -0.390 2.292 -0.497
H -2.233 -2.255 0.477
H -1.535 -1.034 1.448
```

E_tot   -1061.805968 a.u.
HOMO energy   -0.2939 Eh
Largest force on an atom   4.1 eV/Å
SMILES   C=CN1C=NSCS1
2S+1   1
Total charge   0
ΔE to the lowest compared entry with this formula, charge and spin   69.15 kcal per mole
HOMO-LUMO gap   8.57 eV

Record 8
The molecule C4H6N2S2 at a distorted geometry. Source: the Open Molecules 2025 dataset; level of theory: the ωB97M-V functional and the def2-TZVPD basis.

Structure (XYZ):
```
14
C4H6N2S2 | the Open Molecules 2025 dataset | the ωB97M-V functional and the def2-TZVPD basis
S -0.076 -2.543 -0.651
C -0.317 -0.926 -0.613
N 0.378 0.049 -1.312
C -0.051 1.395 -0.980
C 0.093 1.816 0.471
S 1.137 0.904 1.579
C -1.196 1.210 -0.016
N -1.189 -0.239 0.131
H 1.158 -0.165 -1.953
H -0.068 2.211 -1.793
H 0.027 2.886 0.642
H 0.318 0.589 2.532
H -2.128 1.783 -0.035
H -1.766 -0.715 0.858
```

E_tot   -1061.873091 a.u.
HOMO energy   -0.3043 Eh
Largest force on an atom   3.5 eV/Å
SMILES   S=C1N[C@@H]2[C@H](S)[C@@H]2N1
2S+1   1
Total charge   0
ΔE to the lowest compared entry with this formula, charge and spin   27.03 kcal per mole
HOMO-LUMO gap   8.84 eV

Record 9
The molecule C4H6N2S2 at a distorted geometry. Source: the Open Molecules 2025 dataset; level of theory: the ωB97M-V functional and the def2-TZVPD basis.

Structure (XYZ):
```
14
C4H6N2S2 | the Open Molecules 2025 dataset | the ωB97M-V functional and the def2-TZVPD basis
N -1.808 0.758 -0.237
C -1.052 -0.353 -0.065
N -1.644 -1.582 0.175
C 0.358 -0.347 -0.208
C 1.121 0.842 -0.069
S 0.600 2.387 -0.068
C 2.601 0.651 0.256
S 3.443 -0.688 -0.166
H -2.775 0.621 0.291
H -1.305 1.687 -0.285
H -0.974 -2.385 0.220
H -2.488 -1.851 -0.297
H 0.843 -1.348 -0.309
H 3.082 1.610 0.761
```

E_tot   -1061.859844 a.u.
HOMO energy   -0.3012 Eh
Largest force on an atom   3.9 eV/Å
SMILES   NC(N)=CC(=S)C=S
2S+1   1
Total charge   0
ΔE to the lowest compared entry with this formula, charge and spin   35.34 kcal per mole
HOMO-LUMO gap   7.16 eV

Record 10
The molecule C4H6N2S2 at a distorted geometry. Source: the Open Molecules 2025 dataset; level of theory: the ωB97M-V functional and the def2-TZVPD basis.

Structure (XYZ):
```
14
C4H6N2S2 | the Open Molecules 2025 dataset | the ωB97M-V functional and the def2-TZVPD basis
C 1.037 -2.512 -0.108
N 0.075 -1.803 0.465
N 0.097 -0.499 -0.096
C -0.713 0.334 0.440
C -1.536 0.041 1.579
S -0.663 0.134 3.026
S -0.926 1.931 -0.082
C 0.410 2.028 -1.218
H 1.276 -3.477 0.327
H 1.437 -2.143 -1.085
H -2.559 -0.201 1.336
H 0.062 2.824 -2.218
H 1.433 2.363 -0.631
H 0.570 0.979 -1.735
```

E_tot   -1061.745839 a.u.
HOMO energy   -0.3230 Eh
Largest force on an atom   4.3 eV/Å
SMILES   C=N/N=C(\C=S)SC
2S+1   1
Total charge   0
ΔE to the lowest compared entry with this formula, charge and spin   106.88 kcal per mole
HOMO-LUMO gap   7.89 eV

Record 11
The molecule C4H6N2S2 at a distorted geometry. Source: the Open Molecules 2025 dataset; level of theory: the ωB97M-V functional and the def2-TZVPD basis.

Structure (XYZ):
```
14
C4H6N2S2 | the Open Molecules 2025 dataset | the ωB97M-V functional and the def2-TZVPD basis
S -2.205 1.853 -0.004
C -0.961 0.769 -0.042
N 0.310 1.273 0.023
C 1.546 0.593 0.010
C 1.333 -0.908 0.008
C 0.120 -1.464 -0.001
N -1.076 -0.620 -0.074
S -2.658 -1.358 0.013
H 0.373 2.272 -0.079
H 2.157 0.816 -0.836
H 2.114 0.947 0.884
H 2.236 -1.496 0.010
H -0.059 -2.532 -0.037
H -3.231 -0.145 0.125
```

E_tot   -1061.868495 a.u.
HOMO energy   -0.3007 Eh
Largest force on an atom   1.9 eV/Å
SMILES   S=C1NCC=CN1S
2S+1   1
Total charge   0
ΔE to the lowest compared entry with this formula, charge and spin   29.91 kcal per mole
HOMO-LUMO gap   8.77 eV

Record 12
A cluster of 2 separate species, C4H6N2S3 in total at a distorted geometry. Source: the Open Molecules 2025 dataset; level of theory: the ωB97M-V functional and the def2-TZVPD basis.

Structure (XYZ):
```
15
C4H6N2S3 | the Open Molecules 2025 dataset | the ωB97M-V functional and the def2-TZVPD basis
S -3.005 1.065 0.413
C -1.653 1.771 -0.178
N -1.310 1.794 -1.459
N -0.247 2.471 -1.959
C 0.338 3.036 -0.966
S -0.362 2.752 0.592
H -2.085 1.580 -1.953
H 1.203 3.589 -1.052
C 0.714 -1.066 1.189
C 0.155 -1.870 0.097
S 1.119 -0.498 -0.447
H 0.097 -0.473 1.684
H 1.595 -1.456 1.745
H 0.613 -2.829 -0.107
H -0.879 -1.976 -0.329
```

E_tot   -1460.015914 a.u.
HOMO energy   -0.3134 Eh
Largest force on an atom   4.4 eV/Å
SMILES   S=c1[nH]ncs1.C1CS1
2S+1   1
Total charge   0
ΔE to the lowest compared entry with this formula, charge and spin   42.63 kcal per mole
HOMO-LUMO gap   8.96 eV

Record 13
The ion C4H6N3 with charge +1 at a distorted geometry. Source: the Open Molecules 2025 dataset; level of theory: the ωB97M-V functional and the def2-TZVPD basis.

Structure (XYZ):
```
13
C4H6N3 | the Open Molecules 2025 dataset | the ωB97M-V functional and the def2-TZVPD basis
N 2.526 0.007 -0.234
C 1.041 0.024 -0.132
C 0.186 -1.254 0.003
C -1.345 -1.199 0.153
C -1.888 0.278 0.147
N -0.910 1.295 -0.013
N 0.404 1.278 -0.128
H 2.802 0.756 -0.905
H 2.828 0.402 0.684
H 0.727 -2.263 -0.007
H -2.039 -2.099 0.252
H -3.008 0.523 0.224
H -1.323 2.252 -0.044
```

E_tot   -319.924737 a.u.
HOMO energy   -0.5527 Eh
Largest force on an atom   5.2 eV/Å
SMILES   Nc1ccc[nH+]n1
2S+1   1
Total charge   +1
ΔE to the lowest compared entry with this formula, charge and spin   67.07 kcal per mole
HOMO-LUMO gap   9.46 eV

Record 14
A structure of composition C4H6N3 at a distorted geometry. Source: the Open Molecules 2025 dataset; level of theory: the ωB97M-V functional and the def2-TZVPD basis.

Structure (XYZ):
```
13
C4H6N3 | the Open Molecules 2025 dataset | the ωB97M-V functional and the def2-TZVPD basis
C 1.072 -1.853 -1.080
C 0.549 -2.050 0.260
C 0.143 0.209 -1.267
C -0.494 1.454 0.834
N 0.819 -0.849 -1.812
N -0.149 0.317 0.000
N -0.013 -1.189 0.958
H 1.649 -2.581 -1.503
H 0.668 -3.011 0.753
H -0.078 1.028 -2.068
H -1.419 2.060 0.476
H -0.729 1.043 1.820
H 0.418 2.168 0.979
```

E_tot   -319.910657 a.u.
HOMO energy   -0.5863 Eh
Largest force on an atom   4.7 eV/Å
2S+1   1
Total charge   +1
ΔE to the lowest compared entry with this formula, charge and spin   75.91 kcal per mole
HOMO-LUMO gap   9.75 eV

Record 15
A structure of composition C4H6N3 at a distorted geometry. Source: the Open Molecules 2025 dataset; level of theory: the ωB97M-V functional and the def2-TZVPD basis.

Structure (XYZ):
```
13
C4H6N3 | the Open Molecules 2025 dataset | the ωB97M-V functional and the def2-TZVPD basis
C 1.939 0.815 -0.696
C 0.800 0.247 0.115
C -1.667 -0.611 0.508
C -1.532 -0.552 -0.958
N 2.628 0.834 0.365
N -0.398 -0.158 -0.111
N 1.531 0.525 1.207
H 2.203 1.063 -1.731
H -2.124 0.267 1.052
H -1.796 -1.453 1.204
H -1.283 -1.408 -1.406
H -2.085 0.060 -1.680
H 1.784 0.372 2.130
```

E_tot   -319.841251 a.u.
HOMO energy   -0.5369 Eh
Largest force on an atom   4.0 eV/Å
2S+1   1
Total charge   +1
ΔE to the lowest compared entry with this formula, charge and spin   119.46 kcal per mole
HOMO-LUMO gap   9.45 eV

Record 16
A cluster of 2 separate species, C4H6N3O in total at a distorted geometry. Source: the Open Molecules 2025 dataset; level of theory: the ωB97M-V functional and the def2-TZVPD basis.

Structure (XYZ):
```
14
C4H6N3O | the Open Molecules 2025 dataset | the ωB97M-V functional and the def2-TZVPD basis
C -1.310 -1.034 0.630
C -2.052 0.034 -1.025
C -0.537 0.156 0.455
C 0.472 0.628 1.254
N -2.263 -1.090 -0.287
N -1.066 0.810 -0.647
N 2.678 0.410 -0.298
O 1.953 -0.093 -1.419
H -1.202 -1.781 1.398
H -2.682 0.265 -1.870
H 0.895 1.602 1.095
H 0.820 0.050 2.091
H 1.166 0.472 -1.458
H 3.129 -0.430 0.081
```

E_tot   -395.431028 a.u.
HOMO energy (spin up / spin down)   -0.0663 / -0.1571 Eh
Largest force on an atom   1.2 eV/Å
2S+1   1
Total charge   -1
ΔE to the lowest compared entry with this formula, charge and spin   25.30 kcal per mole
HOMO-LUMO gap (spin up / spin down)   5.86 / 8.59 eV

Record 17
The ion C4H6N3O with charge +1 at a distorted geometry. Source: the Open Molecules 2025 dataset; level of theory: the ωB97M-V functional and the def2-TZVPD basis.

Structure (XYZ):
```
14
C4H6N3O | the Open Molecules 2025 dataset | the ωB97M-V functional and the def2-TZVPD basis
C -0.165 -1.646 0.512
C -1.166 -1.216 -0.442
N -1.829 -0.049 -0.394
C -1.376 1.090 0.010
N -0.051 1.369 0.101
N 0.889 0.409 0.242
C 2.191 0.497 -0.212
O 2.966 -0.416 -0.237
H -0.187 -1.171 1.536
H 0.429 -2.523 0.359
H -1.554 -1.818 -1.309
H -2.160 1.862 0.110
H 0.271 2.339 -0.206
H 2.662 1.465 -0.442
```

E_tot   -395.091615 a.u.
HOMO energy (spin up / spin down)   -0.5326 / -0.5196 Eh
Largest force on an atom   3.1 eV/Å
SMILES   C=C/N=C\[NH+]=N\C=O
2S+1   1
Total charge   +1
ΔE to the lowest compared entry with this formula, charge and spin   98.50 kcal per mole
HOMO-LUMO gap (spin up / spin down)   7.29 / 7.03 eV